Density functional theory data (ωB97M-V with the def2-TZVPD basis set) for a molecular structure, C7H11O5Yb in a non-equilibrium geometry.

Summary:
2S+1: 2
E_LUMO (spin up / spin down), eV: -8.65 / -9.90
Gap between HOMO and LUMO (spin up / spin down), Eh: 0.3033 / 0.2571
Molar mass, g/mol: 348.2
Net charge: +2
HOMO level (spin up / spin down), eV: -16.90 / -16.90

Each line ends with the Löwdin spin population.
Atoms and positions in Å:
O1 -2.531 1.048 1.090  0.000
C1 -1.723 0.711 1.922  0.000
C2 -0.226 0.907 1.706  0.000
O2 0.074 1.392 0.480  0.002
C3 -0.684 -2.157 0.649  0.000
C4 -1.361 -1.733 -0.642  0.000
O3 -0.350 -1.342 -1.580  -0.001
C5 -0.802 -1.333 -2.933  0.000
H1 -2.009 0.153 2.841  0.000
H2 -1.393 -2.143 1.488  0.000
H3 -0.251 -3.158 0.541  0.000
H4 -1.931 -2.580 -1.048  0.000
H5 -2.043 -0.886 -0.495  0.000
H6 0.064 -1.132 -3.572  0.000
H7 -1.211 -2.319 -3.187  0.000
H8 -1.569 -0.558 -3.068  0.000
O4 0.414 -1.288 0.888  0.001
C6 0.559 -0.433 2.002  0.001
C7 2.015 -0.038 1.946  0.000
O5 2.559 0.067 0.859  0.002
Yb1 1.033 0.119 -0.782  0.995
H9 0.281 -0.912 2.950  0.000
H10 2.522 0.266 2.878  0.000
H11 0.066 1.603 2.528  0.000

Density functional theory data (ωB97M-V with the def2-TZVPD basis set) for a molecular structure, C32H34Cl4N6 in a non-equilibrium geometry.

Summary:
E_LUMO, eV: 0.01
Gap between HOMO and LUMO, Eh: 0.3064
Molar mass, g/mol: 644.5
HOMO level, eV: -8.33

Each line ends with the Mulliken charge.
Atoms and positions in Å:
N1 -0.694 1.627 2.585  -0.377
C1 0.016 0.482 2.540  0.247
C2 -0.070 -0.412 3.587  0.206
C3 -0.720 -0.051 4.791  -0.959
C4 -1.400 1.127 4.859  -0.847
C5 -1.426 1.916 3.703  -0.767
H1 0.772 0.317 1.787  1.053
H2 0.426 -1.370 3.642  -0.078
H3 -0.589 -0.694 5.649  0.446
H4 -1.941 1.407 5.751  0.439
H5 -1.900 2.886 3.658  0.808
N2 1.483 -1.549 0.663  -0.080
C6 1.755 -1.421 2.015  -1.076
C7 1.189 -2.177 3.024  -0.041
C8 0.478 -3.284 2.602  -1.172
C9 0.264 -3.563 1.279  -0.957
C10 0.728 -2.616 0.293  1.996
H6 2.422 -0.623 2.307  0.595
H7 1.387 -2.066 4.080  0.345
H8 0.141 -4.044 3.292  0.439
H9 -0.314 -4.432 1.002  0.402
H10 0.528 -2.760 -0.758  -0.523
N3 -3.838 4.542 1.012  -0.642
C11 -3.741 3.715 2.097  -0.540
C12 -2.969 2.540 2.024  -0.704
C13 -2.164 2.235 0.934  -0.593
C14 -2.211 3.055 -0.139  -0.355
C15 -3.052 4.185 -0.089  -0.457
H11 -4.272 4.031 2.983  0.382
H12 -3.003 1.811 2.820  0.618
H13 -1.536 1.359 0.864  1.012
H14 -1.695 2.838 -1.063  0.581
H15 -3.124 4.785 -0.984  0.391
N4 3.275 -3.433 -3.604  -0.694
C16 3.429 -2.080 -3.868  -0.916
C17 3.052 -1.087 -2.978  -1.272
C18 2.417 -1.460 -1.815  0.642
C19 2.230 -2.821 -1.571  -0.236
C20 2.616 -3.798 -2.488  0.082
H16 3.931 -1.760 -4.769  0.380
H17 3.307 -0.069 -3.234  1.400
H18 2.022 -0.736 -1.119  0.532
H19 1.807 -3.034 -0.600  -0.621
H20 2.473 -4.856 -2.324  0.386
N5 -0.012 5.107 0.564  -0.661
C21 0.462 6.095 -0.251  -0.589
C22 0.825 5.909 -1.618  -0.541
C23 0.643 4.591 -2.132  -0.846
C24 0.216 3.569 -1.279  0.882
C25 -0.146 3.896 0.037  -0.217
H21 0.495 7.096 0.154  0.391
H22 1.151 6.783 -2.163  0.430
H23 1.034 4.418 -3.124  0.408
H24 0.198 2.530 -1.571  -0.823
H25 -0.397 3.105 0.729  1.365
N6 -0.056 -4.778 -2.333  -0.519
C26 -0.560 -5.649 -1.452  -0.532
C27 -1.448 -5.211 -0.504  -0.159
C28 -1.882 -3.874 -0.408  -0.686
C29 -1.367 -3.016 -1.357  -0.027
C30 -0.505 -3.502 -2.332  -0.543
H26 -0.311 -6.691 -1.584  0.453
H27 -1.816 -5.925 0.218  0.493
H28 -2.499 -3.546 0.416  0.315
H29 -1.568 -1.956 -1.396  0.452
H30 0.014 -2.868 -3.036  0.921
C31 0.911 0.876 -3.417  0.084
Cl1 1.737 0.696 -5.006  -0.158
Cl2 1.967 1.047 -2.051  -0.210
H31 0.295 1.775 -3.390  0.514
H32 0.296 -0.020 -3.335  0.018
C32 0.293 0.153 -0.435  -1.339
Cl3 -0.333 -0.960 -1.639  0.042
Cl4 -0.617 1.624 -0.694  0.257
H33 0.137 -0.255 0.563  -0.039
H34 1.356 0.315 -0.615  1.390

Density functional theory data (ωB97M-V with the def2-TZVPD basis set) for a molecular structure, C54H58ClCsN3O6P3S4.

Summary:
E_LUMO, eV: 3.50
Gap between HOMO and LUMO, Eh: 0.2397
Molar mass, g/mol: 1234.6
Net charge: -2
HOMO level, eV: -3.03

Each line ends with the Mulliken charge.
Atoms and positions in Å:
Cs1 1.176 0.832 -0.069  1.014
Cl1 -0.445 2.269 2.959  -0.010
C1 -0.889 1.363 4.374  0.452
C2 -1.657 2.004 5.333  -0.830
C3 -2.034 1.316 6.474  -0.593
C4 -1.644 -0.003 6.643  -0.724
C5 -0.870 -0.628 5.676  -0.841
C6 -0.465 0.040 4.521  0.018
P1 0.412 -0.740 3.108  1.765
C7 0.648 -2.457 3.707  -0.091
C8 -0.010 -3.477 3.025  -0.009
C9 0.124 -4.798 3.436  -0.778
C10 0.928 -5.111 4.522  -0.635
C11 1.609 -4.103 5.193  -0.662
C12 1.471 -2.785 4.784  -0.246
C13 2.124 -0.092 3.310  0.270
C14 3.070 -0.573 2.398  -0.522
C15 4.356 -0.057 2.383  -0.603
C16 4.716 0.949 3.271  -0.482
C17 3.789 1.417 4.187  -0.620
C18 2.499 0.899 4.210  -0.427
H1 -1.965 3.027 5.166  0.474
H2 -2.646 1.809 7.220  0.344
H3 -1.946 -0.552 7.526  0.346
H4 -0.583 -1.662 5.811  0.374
H5 -0.582 -3.240 2.137  -0.062
H6 -0.384 -5.582 2.888  0.416
H7 1.039 -6.143 4.836  0.344
H8 2.254 -4.344 6.030  0.386
H9 2.014 -1.999 5.296  0.425
H10 2.770 -1.341 1.689  0.677
H11 5.071 -0.419 1.654  0.447
H12 5.705 1.390 3.228  0.299
H13 4.060 2.212 4.871  0.454
H14 1.780 1.289 4.920  0.225
O1 6.430 3.926 -0.952  -0.740
C19 6.169 4.170 0.340  0.569
C20 7.202 4.678 1.135  -0.673
C21 6.987 4.964 2.471  -0.294
C22 5.737 4.749 3.044  -0.773
C23 4.719 4.232 2.259  -0.581
C24 4.908 3.930 0.915  0.383
C25 3.743 3.340 0.158  0.353
O2 2.716 3.025 0.784  -0.686
N1 3.968 3.230 -1.157  -0.767
N2 2.932 2.618 -1.841  0.160
C26 2.930 2.811 -3.089  -0.245
S1 1.672 2.115 -4.123  0.166
C27 2.631 2.336 -5.638  -0.664
C28 3.319 3.686 -5.548  -0.497
S2 4.148 3.794 -3.940  -0.171
H15 5.551 3.610 -1.344  0.624
H16 8.165 4.845 0.669  0.397
H17 7.799 5.364 3.068  0.349
H18 5.563 4.980 4.088  0.387
H19 3.735 4.031 2.664  0.467
H20 1.933 2.299 -6.475  0.338
H21 3.364 1.535 -5.746  0.262
H22 2.588 4.490 -5.637  0.279
H23 4.077 3.802 -6.324  0.358
N3 -2.375 -0.212 0.164  2.499
C29 -2.995 -0.017 1.380  0.328
C30 -3.634 1.192 1.679  -0.057
C31 -4.315 1.347 2.873  -0.724
C32 -4.378 0.317 3.805  -0.893
C33 -3.740 -0.882 3.516  -0.291
C34 -3.060 -1.053 2.321  -0.332
H24 -1.648 -0.914 0.143  -1.189
H25 -2.170 0.611 -0.398  -0.842
H26 -3.584 2.005 0.963  0.524
H27 -4.800 2.295 3.077  0.444
H28 -4.899 0.452 4.745  0.363
H29 -3.761 -1.696 4.232  0.399
H30 -2.570 -1.994 2.098  0.152
C35 3.078 -5.132 -2.313  -1.974
C36 2.518 -3.715 -2.318  1.773
C37 3.498 -2.763 -1.639  -1.495
C38 2.220 -3.258 -3.742  -1.443
O3 1.280 -3.820 -1.590  -0.188
P2 0.561 -2.527 -0.911  -0.543
O4 1.101 -2.288 0.459  -0.339
O5 0.574 -1.385 -1.871  0.222
O6 -0.924 -3.127 -0.688  0.225
C39 -1.925 -3.439 -1.683  1.958
C40 -1.599 -4.796 -2.297  -1.785
C41 -3.225 -3.510 -0.890  -1.625
C42 -2.039 -2.367 -2.762  -1.443
H31 4.005 -5.179 -2.889  0.416
H32 2.353 -5.819 -2.753  0.371
H33 3.280 -5.449 -1.289  0.367
H34 4.465 -2.815 -2.145  0.544
H35 3.623 -3.032 -0.589  0.257
H36 3.138 -1.735 -1.692  0.310
H37 3.141 -3.222 -4.329  0.499
H38 1.761 -2.270 -3.722  0.091
H39 1.530 -3.958 -4.220  0.301
H40 -1.511 -5.550 -1.512  0.381
H41 -0.655 -4.754 -2.837  0.198
H42 -2.394 -5.094 -2.986  0.383
H43 -3.132 -4.242 -0.084  0.344
H44 -4.049 -3.808 -1.542  0.497
H45 -3.453 -2.535 -0.458  -0.032
H46 -1.137 -2.309 -3.369  0.171
H47 -2.199 -1.386 -2.315  0.051
H48 -2.893 -2.606 -3.403  0.685
S3 -3.698 4.998 -2.783  -0.599
P3 -3.249 3.074 -2.673  0.704
S4 -1.505 2.490 -1.898  -0.443
C43 -3.395 2.310 -4.346  -0.078
C44 -4.439 2.698 -5.184  -0.551
C45 -4.610 2.093 -6.420  -0.608
C46 -3.734 1.097 -6.836  -0.383
C47 -2.688 0.714 -6.010  -0.891
C48 -2.519 1.318 -4.769  0.176
C49 -4.615 2.173 -1.828  0.291
C50 -4.680 0.784 -1.912  -0.100
C51 -5.679 0.084 -1.254  -0.448
C52 -6.628 0.767 -0.505  -0.534
C53 -6.573 2.151 -0.422  -0.526
C54 -5.572 2.852 -1.083  -0.539
H49 -5.105 3.488 -4.858  0.338
H50 -5.427 2.402 -7.063  0.358
H51 -3.868 0.624 -7.802  0.341
H52 -1.999 -0.061 -6.325  0.439
H53 -1.704 1.028 -4.115  0.391
H54 -3.932 0.245 -2.480  0.082
H55 -5.700 -0.998 -1.308  0.363
H56 -7.398 0.219 0.025  0.381
H57 -7.308 2.689 0.166  0.376
H58 -5.517 3.933 -1.035  0.307